Below is C41H58IN5NaO3PS3Si as an isolated structure, with properties calculated with ωB97M-V/def2-TZVPD.

```
114
Properties=species:S:1:pos:R:3:forces:R:3:mulliken_charge:R:1
Na -0.359100 0.085674 -0.250476 -0.112 -0.412 0.123 1.12
C -1.327501 3.642855 -0.443495 -0.009 0.116 -0.014 -1.11
C -0.366111 3.193365 0.650995 -0.076 -0.061 0.020 1.75
C 1.049252 3.053065 0.100655 -0.004 -0.029 -0.034 -1.43
C -0.386332 4.190489 1.799595 -0.022 0.100 0.032 -1.67
O -0.736280 1.868737 1.101451 0.039 0.173 0.064 1.32
Si -1.984619 1.401349 2.124730 -0.003 0.304 0.028 -2.24
S -1.905595 -0.631091 2.237896 0.022 -0.130 -0.046 0.02
O -3.304246 2.056529 1.376357 -0.124 -0.057 0.118 0.46
C -4.600141 2.394130 1.888363 0.043 -0.021 -0.044 1.59
C -5.533252 2.398789 0.683079 -0.020 -0.015 -0.026 -1.71
C -4.534867 3.787809 2.504591 0.020 0.037 0.010 -1.46
C -5.074929 1.372520 2.916883 -0.004 -0.010 0.031 -1.09
O -1.898004 2.232065 3.545430 0.041 -0.061 0.098 0.06
C -1.225240 1.998011 4.790349 -0.023 -0.007 -0.047 1.90
C 0.181469 1.458272 4.560641 0.036 -0.009 -0.006 -1.32
C -1.166530 3.352288 5.484393 0.007 0.056 0.030 -1.75
C -2.046199 1.015048 5.618460 -0.037 -0.006 -0.010 -1.66
H -1.022228 4.620427 -0.825871 0.002 -0.017 0.003 0.45
H -2.342185 3.714358 -0.051313 0.074 -0.011 -0.038 0.01
H -1.323119 2.934458 -1.270993 -0.012 -0.044 -0.020 -0.08
H 1.436442 4.020386 -0.228069 -0.028 -0.008 0.033 0.51
H 1.065854 2.388563 -0.768292 0.016 -0.004 0.037 -0.10
H 1.713124 2.654737 0.872756 -0.024 0.014 -0.019 0.34
H -0.041705 5.159770 1.433374 -0.001 0.012 0.013 0.61
H 0.274152 3.871657 2.606534 -0.003 -0.003 -0.017 0.24
H -1.391891 4.309118 2.207753 0.074 -0.017 -0.038 0.17
H -5.167209 3.097942 -0.071356 0.000 -0.016 0.017 0.31
H -6.543578 2.695800 0.974619 0.036 -0.008 0.001 0.41
H -5.577750 1.403889 0.235483 0.009 0.011 0.007 0.26
H -4.199586 4.509852 1.755883 0.002 -0.014 0.022 0.28
H -3.832656 3.795800 3.338350 -0.008 0.003 -0.012 -0.02
H -5.518900 4.098357 2.864532 0.019 -0.022 -0.010 0.56
H -5.069072 0.369185 2.488324 0.014 0.004 -0.004 0.05
H -6.091399 1.610963 3.240307 0.030 0.003 -0.016 0.54
H -4.426176 1.371932 3.794681 -0.004 -0.001 -0.042 0.00
H 0.748618 2.122928 3.904996 -0.018 -0.016 0.017 0.19
H 0.142668 0.470771 4.101668 -0.014 0.012 -0.006 0.04
H 0.713852 1.378145 5.511719 -0.025 0.004 -0.013 0.60
H -0.574833 4.058704 4.898532 -0.025 -0.023 0.010 0.31
H -0.714981 3.257888 6.474654 -0.010 -0.004 -0.025 0.43
H -2.174287 3.756740 5.598927 0.023 -0.004 -0.005 0.35
H -2.150756 0.072247 5.080021 -0.005 0.008 0.010 0.22
H -3.040652 1.427201 5.808233 0.030 -0.023 -0.010 0.33
H -1.565366 0.823811 6.581174 0.007 0.019 -0.035 0.48
I 1.197785 -1.621143 2.133554 -0.056 0.058 -0.144 0.49
C 3.244277 -2.100957 1.945449 0.083 -0.054 0.032 -0.08
C 3.936722 -1.914992 3.113440 -0.027 0.017 0.033 -0.58
C 5.250829 -2.387252 3.286570 0.005 -0.009 -0.015 -0.94
C 5.826482 -3.108163 2.288740 -0.013 0.008 0.022 -0.86
C 5.154756 -3.300857 1.056639 0.054 -0.023 0.008 0.95
C 5.797159 -4.077369 0.063323 0.005 -0.002 0.016 -0.81
C 5.221892 -4.265616 -1.153853 -0.038 0.018 -0.007 -1.29
C 4.016067 -3.604449 -1.440815 0.038 -0.001 0.022 -0.52
C 3.345127 -2.833814 -0.520961 0.024 -0.013 0.013 1.64
P 2.036649 -1.716031 -1.230427 0.105 0.067 0.049 0.92
C 3.172647 -0.624393 -2.177515 0.081 -0.065 -0.031 0.57
C 3.709134 -0.910235 -3.431095 -0.044 0.021 -0.016 -0.16
C 4.600826 -0.033706 -4.032519 -0.001 -0.014 -0.009 -0.67
C 4.981225 1.133258 -3.380792 0.024 -0.004 -0.017 -0.68
C 4.463072 1.420102 -2.126435 -0.002 0.019 0.004 -0.57
C 3.560050 0.548139 -1.534902 0.009 0.038 -0.003 -0.67
C 1.255757 -2.779207 -2.491600 -0.040 0.032 0.001 0.20
C 1.025690 -4.134084 -2.264072 -0.007 -0.060 0.022 -0.46
C 0.249682 -4.878860 -3.140306 -0.043 -0.009 -0.015 -0.73
C -0.318626 -4.279210 -4.253782 0.004 -0.002 0.007 -0.80
C -0.107439 -2.926822 -4.483095 0.064 0.013 0.002 -0.75
C 0.668748 -2.182156 -3.607528 0.010 -0.020 -0.061 -0.05
C 3.867536 -2.729090 0.816845 -0.026 0.022 -0.054 -0.12
H 3.443086 -1.429051 3.945963 0.005 -0.017 -0.021 0.47
H 5.764515 -2.215588 4.223730 -0.007 -0.007 -0.015 0.40
H 6.810137 -3.546216 2.410506 -0.014 0.014 -0.004 0.34
H 6.758544 -4.517688 0.301578 -0.011 0.012 -0.012 0.36
H 5.701474 -4.866715 -1.915436 0.003 0.001 0.012 0.44
H 3.627827 -3.676971 -2.447861 -0.004 0.001 -0.009 0.30
H 3.427425 -1.820204 -3.947622 -0.023 0.002 -0.003 0.32
H 5.007193 -0.267065 -5.010055 -0.011 0.009 0.026 0.47
H 5.683780 1.813004 -3.848347 -0.021 -0.018 0.008 0.38
H 4.754483 2.326975 -1.609788 -0.010 -0.029 -0.014 0.42
H 3.149816 0.787076 -0.559816 -0.029 -0.009 0.007 0.30
H 1.461413 -4.622402 -1.398820 -0.001 0.038 -0.018 0.44
H 0.082329 -5.931243 -2.944801 0.005 0.024 -0.009 0.42
H -0.930178 -4.860300 -4.932719 0.012 0.018 0.014 0.36
H -0.551591 -2.443008 -5.345181 0.000 -0.015 0.009 0.47
H 0.810516 -1.123336 -3.789267 0.030 -0.008 0.006 0.07
C -1.866853 -4.288482 1.933977 0.020 0.014 -0.032 -1.09
N -1.704286 -3.768362 0.590950 -0.023 -0.041 0.060 0.05
C -2.575749 -2.966038 -0.035098 -0.021 0.085 0.016 0.28
S -2.192911 -2.363592 -1.570547 0.039 0.034 0.010 -0.23
N -3.729929 -2.709263 0.600421 -0.045 0.006 0.026 -0.12
C -4.630641 -1.666057 0.141820 0.030 -0.008 -0.010 -0.91
H -1.012789 -4.920468 2.162597 0.006 0.007 -0.008 0.35
H -2.771513 -4.896559 2.005957 -0.002 0.012 -0.004 0.36
H -1.903003 -3.485456 2.675808 -0.005 0.020 -0.004 0.29
H -0.817265 -3.858380 0.127549 0.060 -0.031 -0.017 0.03
H -3.686504 -2.796964 1.606127 -0.024 -0.001 -0.035 0.37
H -4.895047 -1.844648 -0.896952 -0.023 -0.011 -0.011 0.44
H -4.159876 -0.682849 0.237704 -0.022 -0.005 0.010 0.08
H -5.530524 -1.701911 0.753597 0.003 0.014 0.003 0.34
C 1.950510 1.279645 -6.279563 0.002 -0.053 -0.032 -1.14
C 1.632815 2.185489 -5.090993 -0.036 -0.007 0.028 -0.20
C 0.487288 1.677798 -4.275884 0.086 -0.003 0.063 0.30
N 0.600810 1.291017 -3.056056 -0.100 -0.023 0.050 -0.51
N -0.567250 0.817732 -2.508215 -0.072 0.065 -0.106 0.11
C -1.569697 0.861279 -3.341928 0.044 -0.033 0.052 0.16
N -2.837557 0.490318 -3.024685 0.059 0.033 -0.036 -0.33
S -1.131941 1.496169 -4.895046 -0.048 0.004 -0.082 -0.29
H 2.814841 1.654288 -6.828817 -0.008 0.002 0.024 0.37
H 1.112361 1.221477 -6.977485 0.007 0.016 0.023 0.43
H 2.176780 0.267084 -5.938736 -0.004 0.041 -0.001 0.17
H 1.422786 3.202193 -5.431797 -0.019 -0.008 -0.014 0.39
H 2.482667 2.235890 -4.409089 0.018 -0.013 -0.008 0.00
H -2.899490 -0.220408 -2.294344 0.018 -0.010 0.037 -0.23
H -3.463002 0.323160 -3.794721 -0.006 0.016 -0.022 0.26
```
Forces are in eV/Å.

Its spin multiplicity is 1. For the total energy, the calculation gives -119249.7993 eV. For the HOMO energy, the calculation gives -7.5 eV. As for the gap between HOMO and LUMO: 0.284 Ha.

---

Below is an isolated ion of composition C4H13N2 and charge +1, with properties calculated with ωB97M-V/def2-TZVPD.

```
19
Properties=species:S:1:pos:R:3:forces:R:3:nbo_charge:R:1
C 1.585117 1.741935 -0.804786 2.160 0.402 -1.369 -0.67
C 1.525115 0.323785 -0.190878 -0.441 3.030 1.468 -0.23
N 0.307966 0.322565 0.689509 -1.725 -0.909 -1.304 -0.53
C -0.067688 -1.118271 0.870409 -1.037 -0.927 -0.276 -0.25
C -1.293366 -1.434817 -0.118615 -0.970 1.015 -1.585 -0.26
N -2.337595 -0.321220 -0.002105 -0.585 1.254 -3.079 -0.92
H 0.601122 2.185949 -1.014372 0.321 -0.213 0.033 0.22
H 2.104891 1.543435 -1.773164 -0.573 0.640 0.371 0.25
H 2.284249 2.534582 -0.324479 -1.423 -1.596 -0.236 0.25
H 2.234307 0.369005 0.674573 0.708 -1.422 -1.794 0.24
H 1.409178 -0.489055 -0.944261 0.691 0.586 0.941 0.25
H -0.545831 0.844042 0.280101 0.962 -1.019 0.673 0.47
H 0.576497 0.759814 1.555333 -0.317 0.213 0.467 0.43
H -0.435497 -1.267438 1.860085 -0.340 0.098 0.827 0.23
H 0.891445 -1.720645 0.829989 -1.423 0.474 -0.516 0.24
H -0.964448 -1.471168 -1.218393 -0.197 0.440 1.594 0.22
H -1.877901 -2.361559 -0.053100 1.112 -0.259 0.916 0.25
H -2.869120 -0.076533 -0.969647 2.094 -1.020 2.870 0.40
H -3.128442 -0.364405 0.653800 0.981 -0.787 0.000 0.40
```
Forces are in eV/Å.

Its spin multiplicity is 1. The energy above the lowest of the compared OMol25 structures with the same formula, charge and spin is 230.3 kJ/mol. Its total charge is +1. For the total energy, the calculation gives -7331.1007 eV. Its SMILES is CC[NH2+]CCN. For the HOMO energy, the calculation gives -13.9 eV. As for the gap between HOMO and LUMO: 0.400 Ha.

---

- Among the records above, which one has the highest gap between HOMO and LUMO?
  C4H13N2

---

- Which of these has the highest total energy?
  C4H13N2

---

- Number 1 is which compound?
  C41H58IN5NaO3PS3Si

---

- What is the total energy in the second record?
  -7331.1007 eV